<w>
Computed, not measured: a single C8H10N2O2 molecule, with the ωB97M-V functional and the def2-TZVPD basis.

LUMO energy (alpha / beta), eV: 0.157 / 0.156

```
! wB97M-V def2-TZVPD RIJCOSX def2/J DEFGRID3
* xyz 0 1
C -1.0115 0.5342 1.6593
C -1.2012 -1.5122 0.7133
C -0.8325 0.6198 0.3641
C 0.6962 -2.2190 -0.3033
C -0.4111 1.8302 -0.3903
C 0.8938 1.6542 -1.1466
C 1.7110 0.4781 -0.6937
C 0.1823 -1.1127 -1.0920
N -1.3973 -0.7472 1.9340
N -0.9660 -0.5583 -0.3123
O 1.6220 -2.9141 -0.6412
O -0.0639 -2.4662 0.7991
H -1.1203 1.1622 2.4908
H -2.1341 -1.9539 0.6080
H -1.1372 2.2674 -1.0594
H -0.4026 2.6757 0.4402
H 0.6784 1.5146 -2.2612
H 1.4291 2.6602 -0.9908
H 2.6565 0.2248 -1.0823
H 1.6155 0.1422 0.4271
H 0.2207 -1.1274 -2.1776
H -1.0280 -1.1525 2.7149
*
```

natural (NBO) atomic charge list, values in e, 8 entries: -0.082 0.380 0.107 0.706 -0.418 -0.477 -0.263 -0.140


<x>
Computed, not measured: 2 unconnected molecules or ions with the total composition C8H10N2O2, with the ωB97M-V functional and the def2-TZVPD basis.

LUMO energy, eV: -1.002
Structure (SMILES): [H]/N=C(/c1ccccc1)[N+](=O)[O-].C

```
! wB97M-V def2-TZVPD RIJCOSX def2/J DEFGRID3
* xyz 0 1
H -2.8557 -1.3521 -0.0927
N -1.8483 -1.2851 -0.2993
C -1.4500 -0.1056 -0.1035
C -0.0794 0.4620 -0.3979
C 1.0157 0.0661 0.4287
C 2.0232 0.9807 0.6524
C 1.9780 2.1933 0.0235
C 1.0208 2.5455 -0.9725
C -0.0323 1.7277 -1.1575
N -2.4155 0.9296 0.1659
O -3.5835 0.6178 0.0762
O -2.0782 2.0588 0.4310
H 1.1255 -0.9308 0.8084
H 2.7897 0.6804 1.3343
H 2.7602 2.8846 0.2095
H 1.1152 3.4450 -1.6010
H -0.7439 2.1691 -1.8788
C 0.3305 -3.5331 0.4891
H -0.1430 -3.2181 -0.4827
H 0.2156 -4.5368 0.7851
H 1.2209 -3.0417 0.5972
H -0.3655 -2.7572 0.9846
*
```

natural (NBO) atomic charge list, values in e, 8 entries: 0.376 -0.523 0.319 -0.100 -0.163 -0.230 -0.167 -0.219


Pick the least stable structure from those above. Pick: <x>